# C54H28ClI4N4O3S4Tl

A molecular structure, C54H28ClI4N4O3S4Tl (ωB97M-V/def2-TZVPD, the Open Molecules 2025 dataset).

Values from the calculation:
**Electronic energy**: -161518.324 eV
**Frontier orbital gap**: 4.79 eV
**LUMO**: 2.9652 eV
**2S+1**: 1
**HOMO level**: -1.83 eV
**M**: 1656.563 g/mol
**Largest force on an atom**: 0.5 eV/A
**Charge**: -2
**Energy above the lowest of the compared OMol25 structures with the same formula, charge and spin**: 0.0 kcal/mol

Geometry (Å):
Tl: -0.11 -0.34 0.12
I: -2.79 6.14 6.75
I: -8.31 1.52 -5.49
I: 2.67 -6.36 -7.18
I: 9.07 3.34 0.14
Cl: -3.59 -2.27 6.98
S: 4.94 -2.73 1.06
S: 0.57 -2.87 0.78
S: 2.86 -4.59 0.26
S: 3.01 -0.60 1.89
O: -2.32 -1.58 0.85
O: 5.42 -5.19 0.24
O: -0.35 -0.25 2.53
N: 0.96 1.54 0.80
N: -1.85 1.19 -0.08
N: -1.02 -0.82 -1.95
N: 1.82 -0.49 -1.16
C: -1.48 -2.62 -3.31
C: -0.43 -1.86 -2.68
C: -3.07 -1.90 4.34
C: 3.04 -0.05 -0.80
C: 4.59 -4.35 0.49
C: -1.42 3.86 5.30
C: 3.28 -2.15 1.16
C: -1.47 3.44 2.92
C: 3.35 -1.37 -2.58
C: -5.66 0.24 -4.72
C: -3.30 0.11 -1.74
C: -0.65 -0.62 4.81
C: 4.92 2.27 -0.45
C: -5.45 1.37 -2.22
C: -1.41 -1.07 5.86
C: 1.33 -3.04 -3.88
C: 1.98 -1.31 -2.24
C: -4.46 0.43 -2.58
C: -2.27 4.57 2.75
C: -3.45 1.92 1.42
C: -6.66 1.08 -4.28
C: -2.65 5.34 3.84
C: -3.05 0.84 -0.54
C: -1.06 2.60 1.77
C: 6.16 2.86 -0.56
C: 0.91 -2.02 -2.87
C: 2.29 -3.00 0.78
C: 2.09 -4.93 -5.76
C: -1.07 -0.75 3.44
C: -2.34 -0.84 -2.20
C: 2.36 -5.16 -4.42
C: -1.04 3.10 4.20
C: 0.35 2.53 1.52
C: 6.97 1.46 1.22
C: 2.57 2.86 1.67
C: -2.31 -1.45 3.24
C: -2.22 4.98 5.10
C: -4.58 -0.05 -3.91
C: -4.07 1.26 0.43
C: 7.18 2.45 0.29
C: 5.71 0.87 1.32
C: 4.67 1.26 0.48
C: 1.33 3.37 2.07
C: -2.64 -1.71 5.62
C: 1.07 -2.84 -5.23
C: -6.53 1.68 -3.03
C: 2.29 1.72 0.90
C: 3.28 0.66 0.50
C: -2.84 -1.77 1.94
C: 4.02 -0.56 -1.67
C: 1.98 -4.21 -3.49
C: -2.04 1.93 1.10
C: 1.45 -3.78 -6.18
C: -2.64 -2.01 -3.02
H: -5.11 0.99 0.40
H: -1.34 -3.53 -3.87
H: 0.56 -1.94 -5.54
H: 1.25 -3.61 -7.23
H: -0.42 2.23 4.33
H: -3.63 -2.35 -3.28
H: -3.27 6.22 3.70
H: -3.84 -2.25 1.96
H: -3.79 -0.64 -4.34
H: 7.76 1.13 1.88
H: 1.15 4.24 2.68
H: 5.08 -0.37 -1.61
H: -2.60 4.83 1.75
H: -1.06 -0.94 6.88
H: 5.53 0.10 2.05
H: 2.87 -6.06 -4.10
H: 3.77 -1.93 -3.39
H: 0.30 -0.14 4.98
H: -5.37 1.93 -1.31
H: 3.55 3.24 1.90
H: 2.19 -4.36 -2.44
H: 4.12 2.58 -1.11
H: 6.34 3.64 -1.29
H: -1.10 3.58 6.29
H: -7.26 2.39 -2.68
H: -5.69 -0.17 -5.72
H: -4.00 -2.41 4.15
H: -3.89 2.34 2.31

---

# C7H13N2O

A molecular structure, C7H13N2O at a distorted geometry (ωB97M-V/def2-TZVPD, the Open Molecules 2025 dataset).

Values from the calculation:
**Electronic energy**: -12486.962 eV
**Frontier orbital gap**: 10.77 eV
**LUMO**: -3.0343 eV
**2S+1**: 1
**HOMO level**: -13.80 eV
**M**: 141.194 g/mol
**Largest force on an atom**: 5.4 eV/A
**Charge**: +1
**Energy above the lowest of the compared OMol25 structures with the same formula, charge and spin**: 117.1 kcal/mol

Geometry (Å):
O: 3.36 -0.89 0.24
N: -1.67 1.50 -0.16
N: -2.11 -0.46 0.06
C: -1.07 0.35 0.20
C: 1.67 0.84 -0.31
C: 2.83 -0.06 -0.78
C: -2.90 0.61 -0.41
C: 0.65 0.10 0.49
C: -2.46 -1.77 0.44
C: 1.33 1.20 1.10
H: 0.73 2.06 1.33
H: -1.45 -2.13 0.89
H: -3.17 0.69 -1.48
H: 0.92 -0.83 0.94
H: -1.48 2.46 -0.23
H: -3.88 0.92 0.11
H: 3.52 0.65 -1.11
H: 2.64 -0.62 -1.67
H: 4.28 -0.69 0.31
H: -2.66 -2.55 -0.30
H: 2.06 0.99 1.75
H: -3.40 -1.64 1.05
H: 1.55 1.47 -1.14

---

# C20H31BNO2Pb

A molecular structure, C20H31BNO2Pb at a distorted geometry (ωB97M-V/def2-TZVPD, the Open Molecules 2025 dataset).

Values from the calculation:
**Electronic energy**: -32748.997 eV
**Frontier orbital gap**: 5.99 eV
**LUMO**: 2.0839 eV
**2S+1**: 1
**HOMO level**: -3.90 eV
**M**: 535.485 g/mol
**Largest force on an atom**: 2.9 eV/A
**Charge**: -1
**Energy above the lowest of the compared OMol25 structures with the same formula, charge and spin**: 23.6 kcal/mol

Geometry (Å):
Pb: -0.51 -0.59 -0.49
O: -4.33 0.18 1.32
O: -6.81 1.26 0.91
N: 1.56 -1.89 -0.76
C: 0.06 2.20 -0.93
C: 1.32 1.61 -1.25
C: -7.81 2.13 1.49
C: -7.84 0.82 -0.03
C: -8.93 1.68 0.53
C: 0.53 -1.16 2.60
C: -7.38 3.56 1.31
C: 1.62 -0.35 2.20
C: 1.19 0.89 -2.47
C: -0.16 1.03 -2.93
C: -4.07 1.53 0.83
C: -0.65 -0.38 2.49
C: 1.14 0.96 1.91
C: -4.23 -0.62 0.08
C: -0.28 0.93 2.07
C: -0.85 1.84 -1.96
C: -4.39 1.63 -0.70
C: -8.07 1.79 2.93
C: 2.71 -1.75 -0.58
C: -4.90 0.25 -1.04
B: 4.21 -1.52 -0.39
H: -8.30 0.73 3.03
H: -0.95 1.79 2.00
H: 4.61 -1.92 0.68
H: -1.66 -0.70 2.76
H: -5.99 0.15 -0.78
H: -7.21 2.04 3.55
H: -7.58 1.05 -1.05
H: -4.58 2.31 1.41
H: -2.97 1.67 0.99
H: 4.88 -2.08 -1.25
H: -3.45 1.83 -1.19
H: -8.93 2.31 3.34
H: 2.65 -0.65 2.19
H: -4.81 -1.52 0.31
H: -5.06 2.46 -0.97
H: 2.26 1.77 -0.70
H: -7.11 3.77 0.28
H: -4.89 0.04 -2.12
H: 1.74 1.84 1.69
H: -8.15 4.29 1.57
H: -9.28 2.46 -0.14
H: -1.86 2.24 -2.07
H: 4.45 -0.31 -0.48
H: -0.56 0.69 -3.87
H: -0.14 2.90 -0.10
H: -3.20 -0.99 -0.20
H: -7.98 -0.25 0.10
H: -9.76 1.13 0.97
H: 2.00 0.40 -3.01
H: -6.52 3.77 1.94
H: 0.60 -2.18 2.99

---

# C7H13N2O2

A gas-phase ion, C7H13N2O2 (charge +1) at a distorted geometry (ωB97M-V/def2-TZVPD, the Open Molecules 2025 dataset).

Values from the calculation:
**Electronic energy**: -14533.983 eV
**Frontier orbital gap (spin up / spin down)**: 7.86 / 7.86 eV
**LUMO (spin up / spin down)**: -4.8018 / -4.8021 eV
**2S+1**: 1
**HOMO level (spin up / spin down)**: -12.66 / -12.66 eV
**M**: 157.193 g/mol
**Largest force on an atom**: 4.3 eV/A
**Charge**: +1
**Energy above the lowest of the compared OMol25 structures with the same formula, charge and spin**: 106.3 kcal/mol

Geometry (Å):
O: -1.91 -0.12 1.07
O: 2.77 -1.69 0.61
N: -0.74 -2.12 0.46
N: 0.91 -0.24 0.38
C: -2.86 1.26 -0.60
C: 2.62 1.33 -0.20
C: 1.64 0.86 0.91
C: 0.47 -2.49 0.12
C: 1.41 -1.44 0.29
C: -2.82 -0.12 -0.05
C: -0.96 -0.92 1.08
H: 3.17 0.47 -0.47
H: 2.23 0.62 1.79
H: 3.11 -2.63 0.59
H: 0.81 1.63 1.05
H: -1.56 -2.69 0.37
H: -3.84 1.66 -0.51
H: -2.44 -0.72 -0.93
H: 3.31 2.17 0.00
H: -2.55 1.17 -1.64
H: 2.04 1.63 -1.13
H: 0.60 -3.40 -0.40
H: -2.18 1.96 -0.09
H: -3.85 -0.44 0.42

---

What is the M in the third record? 535.485 g/mol

---

What did the second record say?
# C7H13N2O

A molecular structure, C7H13N2O at a distorted geometry (ωB97M-V/def2-TZVPD, the Open Molecules 2025 dataset).

Values from the calculation:
**Electronic energy**: -12486.962 eV
**Frontier orbital gap**: 10.77 eV
**LUMO**: -3.0343 eV
**2S+1**: 1
**HOMO level**: -13.80 eV
**M**: 141.194 g/mol
**Largest force on an atom**: 5.4 eV/A
**Charge**: +1
**Energy above the lowest of the compared OMol25 structures with the same formula, charge and spin**: 117.1 kcal/mol

Geometry (Å):
O: 3.36 -0.89 0.24
N: -1.67 1.50 -0.16
N: -2.11 -0.46 0.06
C: -1.07 0.35 0.20
C: 1.67 0.84 -0.31
C: 2.83 -0.06 -0.78
C: -2.90 0.61 -0.41
C: 0.65 0.10 0.49
C: -2.46 -1.77 0.44
C: 1.33 1.20 1.10
H: 0.73 2.06 1.33
H: -1.45 -2.13 0.89
H: -3.17 0.69 -1.48
H: 0.92 -0.83 0.94
H: -1.48 2.46 -0.23
H: -3.88 0.92 0.11
H: 3.52 0.65 -1.11
H: 2.64 -0.62 -1.67
H: 4.28 -0.69 0.31
H: -2.66 -2.55 -0.30
H: 2.06 0.99 1.75
H: -3.40 -1.64 1.05
H: 1.55 1.47 -1.14

---

Among the records above, which one has the lowest charge? C54H28ClI4N4O3S4Tl